No. 1
Computed, not measured: C4H6N2O in the gas phase at a distorted geometry, with ωB97M-V/def2-TZVPD.

Last column: Löwdin charge in e.
Positions of all 13 atoms, in Å:
1 N -0.315 -1.643 0.479  0.128
2 C 0.805 -1.574 -0.102  -0.304
3 O 1.334 -0.443 -0.594  -0.069
4 C 0.514 0.713 -0.753  -0.168
5 C -0.198 1.228 0.523  -0.159
6 C -1.645 1.321 0.309  -0.240
7 N -2.776 1.416 0.088  0.140
8 H -0.491 -2.594 0.795  0.061
9 H 1.507 -2.396 -0.275  0.135
10 H -0.219 0.519 -1.542  0.129
11 H 1.215 1.468 -1.111  0.125
12 H -0.017 0.556 1.362  0.106
13 H 0.172 2.221 0.795  0.117

Computed properties:
F_max: 1.1 eV/Å
HOMO level: -10.694 eV
HOMO-LUMO gap: 11.436 eV
Energy relative to the best compared isomer or geometry (same formula, charge and spin): 35.6 kcal/mol
Total energy: -340.7381 hartree
M: 98.10 u

---

No. 2
Computed, not measured: C4H6N2O in the gas phase at a distorted geometry, with ωB97M-V/def2-TZVPD.

Last column: Löwdin charge in e.
Positions of all 13 atoms, in Å:
1 C 0.629 -0.285 -1.433  -0.082
2 C 0.272 1.503 1.125  -0.022
3 O -0.706 1.124 0.385  -0.054
4 C -1.032 -0.191 0.308  -0.331
5 N -0.755 -0.571 -1.001  -0.017
6 C -0.820 -1.013 1.455  -0.187
7 N -0.825 -1.760 2.353  0.150
8 H 0.825 -0.866 -2.330  0.082
9 H 0.749 0.776 -1.692  0.084
10 H 1.410 -0.531 -0.693  0.088
11 H 0.450 2.565 1.159  0.081
12 H 0.888 0.746 1.596  0.085
13 H -1.084 -1.496 -1.232  0.123

Computed properties:
F_max: 2.5 eV/Å
HOMO level (alpha / beta): -7.694 / -8.213 eV
HOMO-LUMO gap (alpha / beta): 7.013 / 8.614 eV
Energy relative to the best compared isomer or geometry (same formula, charge and spin): 114.3 kcal/mol
Total energy: -340.6127 hartree
M: 98.10 u

---

No. 3
Computed, not measured: C4H6N2O in the gas phase, with ωB97M-V/def2-TZVPD.

Last column: Löwdin charge in e.
Positions of all 13 atoms, in Å:
1 N -2.291 -0.301 0.111  0.086
2 C -0.915 -0.024 0.171  -0.395
3 C -0.231 1.080 0.582  -0.061
4 C 1.171 0.776 0.474  -0.056
5 C 1.260 -0.458 -0.084  -0.398
6 O 2.298 -1.019 -0.759  0.056
7 N -0.011 -0.991 -0.230  0.134
8 H -2.529 -0.830 -0.721  0.081
9 H -2.808 0.570 0.087  0.085
10 H -0.647 2.052 0.811  0.095
11 H 2.014 1.416 0.694  0.101
12 H 2.908 -0.289 -0.931  0.110
13 H -0.219 -1.980 -0.204  0.162

Computed properties:
F_max: 0.6 eV/Å
HOMO level: -7.057 eV
HOMO-LUMO gap: 7.946 eV
Energy relative to the best compared isomer or geometry (same formula, charge and spin): 28.2 kcal/mol
Total energy: -340.7500 hartree
M: 98.10 u

---

No. 4
Computed, not measured: C4H6N2O as an isolated structure, with ωB97M-V/def2-TZVPD.

Last column: Löwdin charge in e.
Positions of all 13 atoms, in Å:
1 O -1.435 -2.042 -0.605  0.093
2 C -0.720 -1.080 -0.481  -0.537
3 N -0.945 0.206 -0.875  0.081
4 C 0.124 1.127 -0.553  -0.129
5 C 1.025 0.277 0.351  -0.332
6 C 0.515 -0.230 1.646  0.055
7 N 0.593 -1.107 0.122  0.051
8 H -1.837 0.469 -1.261  0.152
9 H -0.248 2.022 -0.042  0.122
10 H 0.669 1.440 -1.452  0.117
11 H 2.094 0.443 0.229  0.132
12 H 0.721 -1.533 1.181  0.126
13 H -0.556 0.009 1.739  0.067

Computed properties:
F_max: 0.4 eV/Å
HOMO level: -9.157 eV
HOMO-LUMO gap: 9.921 eV
Energy relative to the best compared isomer or geometry (same formula, charge and spin): 93.2 kcal/mol
Total energy: -340.6465 hartree
M: 98.10 u